85
Properties=species:S:1:pos:R:3 method="wB97M-V/def2-TZVPD" smiles=Cc1ccc([C@@H](B2OC(C)(C)C(C)(C)O2)c2ccc(Oc3ccccc3)cc2)cc1.COc1ccc(-c2ccc(C)s2)cc1 e_above_lowest_kcal_mol=33.3 multiplicity=1 homo_ev=-7.01 largest_force_ev_per_a=3.93 mol_weight_g_mol=604.62 energy_ha=-2196.6307
C -6.72721 3.99458 0.34925
O -5.81981 4.41628 -0.68825
C -4.49560 4.54290 -0.39215
C -3.64879 4.80525 -1.49801
C -2.29709 4.57248 -1.38809
C -1.73686 4.09609 -0.17994
B 2.02918 -0.72477 -0.71797
C -0.33216 3.76931 -0.09054
C 0.35672 3.25896 1.00135
C 1.75481 3.52546 0.95530
C 2.12557 4.26026 -0.16473
C 3.42571 4.92663 -0.40782
S 0.81071 4.42060 -1.26031
O 2.66251 -0.52578 0.48167
C 4.07754 -0.51231 0.17453
C 4.66003 0.67705 0.90547
C 4.71919 -1.77105 0.75902
C 4.10862 -0.48050 -1.41709
C 4.25515 0.92509 -2.00476
C 5.14394 -1.36318 -2.07861
O 2.80312 -0.99477 -1.80718
C -2.58339 3.97876 0.94888
C -3.93683 4.25515 0.86957
H -7.71148 4.01832 -0.12608
H -6.49515 2.97070 0.67694
H -6.70612 4.68305 1.20509
H -4.11040 5.08445 -2.44363
H -1.67084 4.71018 -2.27103
H -0.13740 2.73422 1.81004
H 2.46601 3.26148 1.73761
H 3.97113 5.03029 0.53798
H 4.04162 4.35450 -1.11450
H 3.26753 5.92011 -0.84799
H 5.74894 0.70248 0.78042
H 4.22829 1.61977 0.55424
H 4.44431 0.57704 1.97593
H 5.81183 -1.74588 0.62037
H 4.53344 -1.81359 1.84243
H 4.31955 -2.68758 0.29923
H 5.27088 1.30795 -1.83704
H 4.08586 0.87004 -3.08742
H 3.53288 1.64243 -1.58726
H 6.14935 -0.98165 -1.86601
H 5.05814 -2.40118 -1.74114
H 4.98475 -1.33994 -3.16209
H -2.16617 3.64338 1.90016
H -4.57425 4.14576 1.75089
C -4.76523 1.26348 -1.99301
C -3.33957 1.19908 -1.55403
C -2.30536 1.46551 -2.46451
C -0.98069 1.28833 -2.09035
C -0.68447 0.70339 -0.83399
C 0.37903 -0.33136 -0.80421
C 0.03060 -1.51242 0.11704
C 0.07986 -1.38566 1.51598
C -0.07680 -2.48749 2.33039
C -0.24180 -3.75729 1.74399
O 0.02504 -4.82367 2.58601
C -0.34858 -6.12515 2.24753
C 0.45757 -7.13100 2.78945
C 0.09312 -8.46315 2.61456
C -1.06989 -8.79232 1.90847
C -1.85766 -7.77751 1.35709
C -1.51837 -6.43195 1.54461
C -0.42023 -3.89118 0.35990
C -0.31420 -2.75356 -0.43206
C -1.69520 0.76274 0.15485
C -3.02249 0.91426 -0.22149
H -5.38128 0.57858 -1.39658
H -5.16919 2.27829 -1.87156
H -4.84269 0.98966 -3.05217
H -2.57698 1.78834 -3.47681
H -0.16458 1.48987 -2.78702
H 0.37303 -0.71086 -1.84999
H 0.23043 -0.40434 1.96579
H -0.01851 -2.41598 3.41352
H 1.34598 -6.83991 3.34955
H 0.72078 -9.24736 3.03895
H -1.36737 -9.83864 1.78836
H -2.74862 -8.01439 0.78006
H -2.15399 -5.63586 1.15220
H -0.60337 -4.86321 -0.09673
H -0.47657 -2.82020 -1.50724
H -1.45810 0.57858 1.20254
H -3.83146 0.79553 0.51418



11
Properties=species:S:1:pos:R:3 method="wB97M-V/def2-TZVPD" smiles="CON1CC1=S" e_above_lowest_kcal_mol=136.9 multiplicity=1 homo_ev=-8.21 largest_force_ev_per_a=3.57 mol_weight_g_mol=103.15 energy_ha=-645.2935
C 1.26565 2.17341 0.57358
C 1.56378 1.57907 -1.09738
C -1.44818 1.00378 0.82874
N 0.78679 1.14061 0.02090
O -0.31942 0.34135 0.28417
S 1.71907 3.46157 1.34488
H 0.94278 1.97001 -1.84560
H 2.48405 0.90826 -1.26556
H -1.95723 0.29117 1.60246
H -2.03405 1.15040 -0.04271
H -0.94812 1.90328 1.35389



211
Properties=species:S:1:pos:R:3 method="wB97M-V/def2-TZVPD" e_above_lowest_kcal_mol=12.8 multiplicity=1 homo_ev=-8.81 largest_force_ev_per_a=2.46 mol_weight_g_mol=1100.71 energy_ha=-3567.4255
C 3.55758 1.21066 -4.91706
C 4.04715 1.11264 -3.50634
C 3.31041 -0.03012 -2.75736
O 5.47557 0.85534 -3.45165
H 4.25029 1.80798 -5.48669
H 2.57972 1.63610 -4.95143
H 3.50492 0.24029 -5.42414
H 3.85310 2.11436 -3.06483
H 3.31343 -0.89314 -3.42108
H 2.26185 0.26259 -2.64854
H 3.76239 -0.20766 -1.78768
H 5.76340 0.04974 -3.85823
C -3.03191 4.49947 -1.01819
C -4.01609 4.54295 0.13236
C -3.27612 4.13375 1.40389
O -4.55336 5.80868 0.41613
H -2.16392 5.04822 -0.67338
H -3.34781 5.05108 -1.92749
H -2.68486 3.50348 -1.29698
H -4.83122 3.78581 -0.01818
H -2.44492 4.84991 1.44476
H -2.95271 3.09141 1.34455
H -3.91263 4.25707 2.29043
H -4.53092 6.27145 -0.43467
C 2.71066 -2.78146 1.80690
C 2.60124 -3.36575 0.39703
C 1.79659 -4.68087 0.37924
O 1.42912 -5.06829 -0.93249
C 0.80464 -6.36984 -1.03780
N 2.01781 -2.34178 -0.50788
H 3.05950 -3.52260 2.51971
H 1.80394 -2.29784 2.17888
H 3.45295 -1.97048 1.74386
H 3.59865 -3.54198 -0.03120
H 0.84116 -4.49472 0.92043
H 2.32640 -5.49402 0.88314
H 0.00017 -6.49456 -0.32338
H 1.60047 -7.10826 -0.86242
H 0.46196 -6.37168 -2.07744
H 0.99785 -2.25815 -0.37583
H 2.14550 -2.46650 -1.48604
C 7.37361 3.17754 0.79335
C 6.91149 2.37441 -0.47362
C 8.10747 1.82987 -1.23237
O 9.00682 2.90931 -1.51844
C 10.24293 2.48007 -2.04984
N 6.10218 1.22509 -0.10149
H 6.57523 3.78364 1.25498
H 8.18807 3.87475 0.54123
H 7.77097 2.42919 1.47306
H 6.28492 3.04741 -1.08615
H 7.66612 1.33384 -2.11793
H 8.55823 1.09328 -0.55773
H 10.07212 1.93751 -2.99560
H 10.75656 1.84351 -1.30793
H 10.81607 3.39872 -2.20528
H 5.65137 0.82461 -0.91515
H 5.39279 1.56982 0.54359
C -4.97182 -4.62396 4.11766
C -3.80833 -3.71667 4.53746
C -4.13207 -2.29622 4.03175
O -3.22408 -1.31293 4.50416
C -3.42944 -0.07746 3.94036
N -3.58312 -3.68414 6.00757
H -5.22288 -4.49072 3.05982
H -5.80357 -4.32799 4.75450
H -4.71332 -5.66122 4.32389
H -2.88102 -4.01398 3.99343
H -5.08749 -2.17931 4.56501
H -4.30325 -2.25160 2.95035
H -3.17715 -0.19409 2.89412
H -2.65223 0.56416 4.38757
H -4.41901 0.39544 4.09025
H -2.74544 -3.15467 6.26024
H -4.39560 -3.21340 6.43740
C 0.01521 3.50189 3.41341
C 1.31157 3.09189 4.15774
C 1.08434 1.86015 5.01144
O 0.01167 2.05558 5.93362
C 0.01163 1.01576 6.89453
N 2.39853 2.90265 3.18992
H -0.27727 2.66749 2.75282
H 0.24801 4.37323 2.76540
H -0.85449 3.69079 4.07060
H 1.41483 3.90710 4.85797
H 1.95650 1.55700 5.61820
H 0.87125 0.99973 4.33056
H 1.02926 0.91426 7.27498
H -0.36114 0.09688 6.42287
H -0.64923 1.34720 7.70432
H 2.10046 2.12763 2.56538
H 3.29858 2.63824 3.58586
C 0.16487 -0.38244 -7.01708
C -0.27299 -1.40567 -5.94453
C 0.22453 -0.99266 -4.56852
O -0.25414 -1.72568 -3.45425
C 0.08091 -3.11456 -3.60168
N -1.77394 -1.62364 -5.93618
H -0.37756 0.55048 -6.86723
H 0.06279 -0.69401 -8.06226
H 1.21300 -0.12598 -6.84434
H 0.26079 -2.35803 -6.19262
H -0.12051 0.03007 -4.40902
H 1.31594 -0.99140 -4.61668
H -0.36447 -3.66240 -4.44730
H -0.07101 -3.66644 -2.66655
H 1.14158 -3.13621 -3.76777
H -2.11674 -1.82505 -5.00206
H -2.27574 -0.78680 -6.21906
C -0.83008 3.97623 -4.16892
C -1.81320 5.06630 -4.62454
C -1.44813 6.39340 -4.07392
O -2.16317 7.44613 -4.70101
C -1.95108 8.68026 -4.09504
N -1.91491 5.06166 -6.11298
H -1.02999 3.05592 -4.71172
H -0.86252 3.83838 -3.08324
H 0.20644 4.24813 -4.41962
H -2.73901 4.66908 -4.24123
H -0.36518 6.56117 -4.21710
H -1.65613 6.43685 -2.98838
H -0.89246 8.94052 -3.95299
H -2.44790 8.66726 -3.11484
H -2.52216 9.38379 -4.71298
H -1.00043 5.18358 -6.54347
H -2.59297 5.74181 -6.44241
C -3.74146 -0.79367 -0.90205
C -4.38075 -1.17388 -2.21282
C -4.21501 -0.08449 -3.28246
O -4.54984 1.18877 -2.83096
C -4.19976 2.14629 -3.80737
N -4.03441 -2.40464 -2.92930
H -4.09578 0.21617 -0.60185
H -2.66541 -0.80372 -1.04983
H -4.02462 -1.47003 -0.09230
H -5.46342 -1.25338 -2.06374
H -4.89065 -0.42363 -4.09682
H -3.16689 -0.05780 -3.72007
H -4.75323 1.94833 -4.73221
H -3.14600 2.18595 -4.09038
H -4.53585 3.12819 -3.43692
H -3.06785 -2.28487 -3.15210
H -4.13993 -3.16821 -2.27836
C -4.95615 -5.41122 0.12239
C -3.54839 -5.03923 0.55137
C -2.86879 -6.22863 1.21582
O -1.59261 -5.87130 1.66677
C -0.81660 -6.88708 2.25992
N -2.69946 -4.57095 -0.55399
H -5.58742 -5.66839 0.97275
H -4.91274 -6.30973 -0.48983
H -5.42855 -4.65890 -0.54092
H -3.60545 -4.24859 1.29910
H -2.81816 -7.10922 0.49915
H -3.48914 -6.53397 2.07865
H -0.00659 -6.41266 2.75958
H -0.43483 -7.63921 1.56062
H -1.44985 -7.35886 3.04511
H -1.77845 -4.38017 -0.19452
H -2.58775 -5.25602 -1.29525
C 0.41560 -4.20261 4.88907
C 0.07855 -5.26611 5.99880
C -0.06875 -4.53087 7.26671
O -0.49124 -5.44301 8.26896
C -1.11857 -4.82531 9.40498
N -1.09215 -6.08415 5.60763
H 0.42804 -4.66685 3.89628
H 1.45516 -3.84618 5.02314
H -0.20272 -3.30821 4.82133
H 0.92887 -5.95039 6.11557
H -0.76269 -3.69251 7.15587
H 0.90937 -4.05141 7.53321
H -1.37474 -5.64501 10.08993
H -2.00649 -4.26298 9.08139
H -0.42910 -4.12606 9.86579
H -1.54574 -6.56185 6.37339
H -1.77746 -5.35539 5.33218
C 0.96792 4.97275 -0.89044
C 2.28097 4.16462 -0.95365
C 3.17709 4.60170 -2.16753
O 2.49454 4.29777 -3.39916
C 3.09672 4.87625 -4.55784
N 3.06577 4.23784 0.23044
H 1.15280 6.02753 -0.72394
H 0.37194 4.63630 -0.02624
H 0.35888 4.85054 -1.78884
H 1.98365 3.10428 -1.13050
H 4.15256 4.10269 -2.08108
H 3.34042 5.68354 -2.07227
H 2.39802 4.60231 -5.36284
H 4.08022 4.40677 -4.70291
H 3.18744 5.97011 -4.45025
H 3.31435 5.17134 0.51246
H 2.58991 3.85321 1.05116
C -0.09479 0.86629 -1.29542
C 0.18073 1.13146 0.23734
C -0.77380 0.29757 1.13227
O -0.47951 -1.08231 1.01530
C -1.35493 -1.81090 1.80145
N 1.58994 0.95169 0.64997
H 0.69963 1.32663 -1.90009
H -1.07915 1.27609 -1.54778
H -0.06732 -0.22167 -1.38227
H -0.06262 2.18229 0.43300
H -1.81917 0.47201 0.91746
H -0.61614 0.58273 2.19778
H -1.09802 -2.86195 1.73143
H -2.38332 -1.61242 1.40229
H -1.33724 -1.45398 2.85819
H 1.88249 -0.01522 0.63802
H 2.17261 1.46523 0.01184



16
Properties=species:S:1:pos:R:3 method="wB97M-V/def2-TZVPD" e_above_lowest_kcal_mol=102.8 multiplicity=1 homo_ev="-7.50 / -7.50" largest_force_ev_per_a=0.81 mol_weight_g_mol=94.11 energy_ha=-342.0300
C 1.17221 -1.22697 1.04632
N -0.49814 -1.16318 -2.08341
N -0.01000 -1.34520 1.60408
O -0.28548 -1.08006 -0.70482
H -1.27823 -0.55296 -2.32702
H -0.77470 -2.11710 -2.31130
H -0.70687 -1.69634 0.90164
H -0.35403 -0.51942 2.08611
H 1.81901 -0.40743 1.34001
H 1.56210 -2.05592 0.47428
C 0.02320 2.36457 -0.02052
O -0.69172 1.28420 0.54684
H -0.62426 0.50008 -0.05559
H -0.06779 3.22013 0.65141
H 1.09131 2.13867 -0.14756
H -0.37661 2.65693 -1.00046



70
Properties=species:S:1:pos:R:3 method="wB97M-V/def2-TZVPD" e_above_lowest_kcal_mol=0.0 multiplicity=1 homo_ev=-10.87 largest_force_ev_per_a=2.14 mol_weight_g_mol=532.45 energy_ha=-2812.3405 charge=+1
Fe -0.39828 -0.14770 0.20755
N -1.00995 -1.33193 1.75294
C -0.72534 -0.68713 3.03728
C -1.21898 0.75231 2.94924
N -0.84953 1.36926 1.65222
C -1.94219 2.18116 1.08950
C -3.05710 1.26174 0.60611
N -2.45323 0.32269 -0.34941
C 0.39999 2.14420 1.69777
C 1.56421 1.22080 1.99476
N 1.52917 0.11695 1.00208
H -2.00979 -1.44862 1.61061
H -0.60514 -2.26287 1.73195
H 0.35079 -0.72737 3.17270
H -1.17257 -1.20629 3.89066
H -0.85072 1.34023 3.79530
H -2.30560 0.75364 3.02832
H -1.53057 2.70139 0.22547
H -2.31121 2.93286 1.79673
H -3.86071 1.86291 0.16950
H -3.50246 0.69022 1.42291
H -2.10458 0.85559 -1.14830
H -3.12692 -0.34710 -0.70376
H 0.35169 2.97962 2.40718
H 0.52959 2.55307 0.69639
H 1.49030 0.80267 2.99884
H 2.50268 1.78122 1.95983
H 2.06727 -0.67554 1.33410
H 1.96968 0.40584 0.12897
O 1.88192 -0.24963 -1.56708
C 1.68041 0.65030 -2.64934
C 0.37655 1.42448 -2.30768
O -0.08856 2.18225 -3.14256
O -0.15785 1.27602 -1.14690
C 1.57348 -0.10884 -3.97695
C 1.16660 0.53421 -5.14664
C 1.09980 -0.15428 -6.34482
C 1.45411 -1.49271 -6.41207
C 1.87358 -2.13597 -5.26359
C 1.91860 -1.45287 -4.05464
C 2.84155 1.66217 -2.68580
C 4.00249 1.41508 -1.96366
C 5.05395 2.32079 -1.97283
C 4.95596 3.49292 -2.70267
C 3.80241 3.74535 -3.42936
C 2.75418 2.84127 -3.42346
H 2.57014 -0.88839 -1.77405
H 0.88219 1.57231 -5.11282
H 0.77468 0.36650 -7.23516
H 1.40693 -2.02453 -7.35229
H 2.18130 -3.17301 -5.30026
H 2.24422 -2.00916 -3.18408
H 4.11988 0.50268 -1.39391
H 5.95052 2.10362 -1.40760
H 5.77026 4.20423 -2.70675
H 3.71204 4.65859 -4.00212
H 1.85341 3.06779 -3.96951
N -0.62013 -1.86529 -0.96264
C -0.99656 -2.50785 -1.83879
C -1.46528 -3.32261 -2.91208
C -0.55317 -4.06688 -3.65671
C -1.01966 -4.85208 -4.69583
C -2.37668 -4.89203 -4.98366
C -3.28130 -4.14804 -4.23815
C -2.83130 -3.35845 -3.19599
H 0.49990 -4.01950 -3.42657
H -0.32208 -5.43210 -5.28373
H -2.73372 -5.50867 -5.79650
H -4.33652 -4.18240 -4.47030
H -3.52653 -2.77404 -2.61006



34
Properties=species:S:1:pos:R:3 method="wB97M-V/def2-TZVPD" e_above_lowest_kcal_mol=41.7 multiplicity=1 homo_ev=-9.52 largest_force_ev_per_a=2.04 mol_weight_g_mol=650.34 energy_ha=-4637.4925
Pt -0.59692 0.35472 -0.34597
F 1.76534 -3.48404 0.35469
C 0.58088 -3.42204 -0.24405
F 0.65941 -2.54576 -1.24639
F 0.26197 -4.60923 -0.73089
S -0.65877 -2.84077 0.99174
O -0.24928 -1.44291 1.20702
O -0.54997 -3.73995 2.08576
N -2.04930 -2.95382 0.25364
S -2.65302 -1.69242 -0.45247
O -1.91578 -1.29770 -1.64863
O -2.97761 -0.58751 0.42696
C -4.25136 -2.38530 -1.03529
F -4.94835 -2.84554 -0.00781
F -4.92578 -1.40620 -1.62919
F -4.03351 -3.36220 -1.90403
C 1.48205 3.87540 0.74913
C 1.25525 2.35923 0.70629
C 2.48664 1.67018 0.08553
C 1.04186 1.80228 2.12934
C 0.07116 2.02917 -0.13447
H 2.37884 4.10032 1.32679
H 0.63879 4.38449 1.22072
H 1.61402 4.27942 -0.25659
H 3.36313 1.92621 0.68220
H 2.65254 1.99823 -0.93547
H 2.36296 0.58852 0.07741
H 1.94906 1.96046 2.71251
H 0.82947 0.73260 2.10695
H 0.21447 2.31002 2.62788
H -0.36499 2.86283 -0.69218
Se -0.08137 0.55284 -2.76295
C 1.75174 0.45650 -2.80503
N 2.89643 0.37199 -2.91317



Please write out number 6 again, unchanged.
34
Properties=species:S:1:pos:R:3 method="wB97M-V/def2-TZVPD" e_above_lowest_kcal_mol=41.7 multiplicity=1 homo_ev=-9.52 largest_force_ev_per_a=2.04 mol_weight_g_mol=650.34 energy_ha=-4637.4925
Pt -0.59692 0.35472 -0.34597
F 1.76534 -3.48404 0.35469
C 0.58088 -3.42204 -0.24405
F 0.65941 -2.54576 -1.24639
F 0.26197 -4.60923 -0.73089
S -0.65877 -2.84077 0.99174
O -0.24928 -1.44291 1.20702
O -0.54997 -3.73995 2.08576
N -2.04930 -2.95382 0.25364
S -2.65302 -1.69242 -0.45247
O -1.91578 -1.29770 -1.64863
O -2.97761 -0.58751 0.42696
C -4.25136 -2.38530 -1.03529
F -4.94835 -2.84554 -0.00781
F -4.92578 -1.40620 -1.62919
F -4.03351 -3.36220 -1.90403
C 1.48205 3.87540 0.74913
C 1.25525 2.35923 0.70629
C 2.48664 1.67018 0.08553
C 1.04186 1.80228 2.12934
C 0.07116 2.02917 -0.13447
H 2.37884 4.10032 1.32679
H 0.63879 4.38449 1.22072
H 1.61402 4.27942 -0.25659
H 3.36313 1.92621 0.68220
H 2.65254 1.99823 -0.93547
H 2.36296 0.58852 0.07741
H 1.94906 1.96046 2.71251
H 0.82947 0.73260 2.10695
H 0.21447 2.31002 2.62788
H -0.36499 2.86283 -0.69218
Se -0.08137 0.55284 -2.76295
C 1.75174 0.45650 -2.80503
N 2.89643 0.37199 -2.91317